Record 1
Density functional theory data (the ωB97M-V functional and the def2-TZVPD basis) for a structure of composition C5H8S in a non-equilibrium geometry.

Last column: Löwdin charge in e.
Element x y z (Å)
1 C -0.14064 1.50537 -1.11088  -0.1144
2 C -0.04180 0.32917 -0.04242  -0.8699
3 C 0.20081 0.96501 1.42192  -0.1182
4 C -1.32495 -0.47476 0.05105  -0.1642
5 C -2.49361 -0.87874 0.04403  0.1270
6 H 1.23642 1.23016 -1.25783  0.1193
7 H -0.47973 1.26738 -2.23693  0.0919
8 H -0.43102 2.68983 -0.57287  0.1563
9 H 1.17494 1.30631 1.27169  0.0153
10 H 0.36255 0.08222 1.97180  0.0411
11 H -0.53549 1.73061 1.69100  0.0913
12 H 2.49671 -0.27912 0.64912  -0.0102
13 H -3.28778 -1.45696 -0.18389  -0.0148
14 S 1.39153 -0.95292 -0.21964  0.6497

Results
Energy relative to the best compared isomer or geometry (same formula, charge and spin): 540.8 kJ/mol
E_tot: -16144.03267 eV

=====

Record 2
Density functional theory data (the ωB97M-V functional and the def2-TZVPD basis) for an isolated molecule of C5H8S in a non-equilibrium geometry.

Last column: Löwdin charge in e.
Element x y z (Å)
1 S -2.94458 -0.00344 -0.00396  0.6975
2 C -1.32171 0.00005 -0.00254  -0.7918
3 C -0.43577 1.21717 0.13206  -0.2140
4 C 0.97350 0.72747 -0.23353  -0.2014
5 C 0.97743 -0.73052 0.22840  -0.1988
6 C -0.43155 -1.21548 -0.13372  -0.2160
7 H -0.82585 2.05939 -0.47984  0.1208
8 H -0.49111 1.52337 1.18528  0.1238
9 H 1.78615 1.31905 0.20142  0.1085
10 H 1.11989 0.79598 -1.31520  0.1117
11 H 1.11715 -0.77704 1.31952  0.1162
12 H 1.75619 -1.33924 -0.23196  0.1071
13 H -0.46645 -1.52829 -1.16305  0.1135
14 H -0.81329 -2.04846 0.49713  0.1229

Results
Energy relative to the best compared isomer or geometry (same formula, charge and spin): 0.0 kJ/mol
E_tot: -16149.63736 eV

=====

Question: Which value of E_tot does entry 2 give?
Answer: -16149.63736 eV

=====

Question: E_tot of number 1 (C5H8S)?
Answer: -16144.03267 eV